The following is a quantum chemistry calculation of C30H18Cl4N7O2ReS2 as an isolated structure, from OMol25.

Calculated values
HOMO-LUMO gap (spin up / spin down): 6.6 / 6.1 eV
energy above the lowest of the compared OMol25 structures with the same formula, charge and spin: 0.453 eV
<S²>: 3.771
spin multiplicity: 4
charge: -1

```
64
Properties=species:S:1:pos:R:3:forces:R:3:mulliken_spin:R:1
Re 0.14772 -1.25249 -0.04966 -0.2 0.3 -0.2 2.42
Cl 6.08148 -4.59322 -0.03144 0.0 0.0 0.0 0.00
Cl 0.95529 -6.08745 0.95692 0.0 0.0 0.0 0.00
Cl 4.01075 -6.82503 0.69040 0.0 0.0 0.0 0.00
Cl 5.08247 -1.63147 -0.48316 0.0 0.0 0.0 0.00
S -2.95590 -2.77547 -2.84570 0.0 0.0 0.1 0.01
S 0.17006 -1.46545 -2.38711 -0.2 -0.2 0.0 0.07
O 0.42841 -3.20015 0.43343 0.0 -0.2 -0.1 0.04
O 2.14386 -1.36158 -0.17803 0.2 0.1 -0.1 0.03
N -2.91306 -0.58400 0.05544 0.0 0.0 0.0 0.00
N 1.41340 0.40003 2.22083 -0.1 0.0 0.1 -0.01
N -1.91601 -1.47545 0.23465 -0.1 -0.1 -0.1 0.04
N -0.86019 1.91128 -3.39464 0.0 0.0 -0.1 0.01
N -0.26633 0.75103 -0.03100 0.1 0.0 0.1 0.15
N 0.66661 -0.70745 2.04847 0.1 -0.2 0.0 0.03
N -4.49678 0.50190 -3.39108 0.0 0.0 0.1 0.00
C -1.28174 -0.57225 -2.86052 0.2 0.0 0.0 0.07
C 3.97386 -2.89896 -0.11156 -0.2 0.0 0.0 0.00
C -2.70858 0.80677 -0.23450 0.1 0.1 0.0 0.00
C 2.62643 -2.58502 -0.00960 0.0 -0.2 0.1 0.04
C 0.58687 -1.30610 3.22569 -0.1 0.0 0.0 0.00
C 1.43552 2.23200 -1.00760 0.0 0.0 0.1 0.02
C 1.27738 -0.56998 4.19372 0.0 0.0 0.0 0.00
C 2.68883 2.80912 -0.94643 0.0 0.0 0.0 -0.01
C -3.61745 -0.21955 -3.21070 0.0 -0.1 -0.4 0.00
C -3.85869 -2.51124 0.59198 0.1 0.0 0.0 -0.01
C 4.93514 3.14225 0.15838 0.0 0.0 0.0 0.00
C 0.95940 1.44246 0.04154 0.1 0.1 0.1 0.05
C 3.53579 2.59289 0.13823 0.0 0.0 0.0 0.01
C -5.05850 3.66108 -1.13979 -0.1 0.0 0.0 0.00
C -3.84321 1.53706 -0.58243 0.1 0.1 0.1 -0.01
C 3.48272 -5.20218 0.42288 0.1 0.0 0.0 0.00
C 2.12444 -4.89157 0.53497 0.0 0.1 0.0 0.00
C -4.09632 -1.19599 0.27400 0.1 0.1 0.0 0.03
C 1.80903 1.23850 1.13350 0.1 0.0 -0.1 -0.04
C -1.47341 2.84642 -0.20907 0.0 -0.1 0.0 0.02
C -2.61417 3.55499 -0.49846 -0.1 0.0 0.0 -0.01
C 4.40214 -4.21242 0.10191 0.0 0.0 0.0 0.00
C 3.08460 1.78695 1.17071 -0.1 0.0 -0.1 0.01
C -1.44891 1.43925 -0.14919 -0.2 0.1 -0.1 0.01
C -3.82239 2.90827 -0.74043 0.1 0.0 0.1 0.02
C 1.68951 -3.59237 0.32067 0.3 0.0 0.0 0.02
C 1.78773 0.50970 3.51008 0.0 0.0 0.0 0.00
C -2.47850 -2.64844 0.53652 0.0 0.0 0.1 -0.02
C -2.52760 -1.15164 -2.98634 0.0 0.1 0.1 0.00
C -1.06676 0.79659 -3.16990 -0.2 0.0 0.1 -0.01
H 3.03375 3.41074 -1.77865 0.0 0.0 0.0 0.00
H 2.36872 1.35182 3.84051 0.0 0.0 0.0 0.00
H -4.58874 -3.27809 0.77034 0.0 0.0 0.0 0.00
H -1.84412 -3.50815 0.67007 0.0 0.0 0.0 0.00
H 3.74996 1.53652 1.98750 0.0 0.0 0.0 0.00
H -0.54681 3.38398 -0.07928 0.0 0.0 0.0 0.00
H -4.80424 4.53269 -1.74345 0.0 0.0 0.0 0.00
H -5.72512 3.03242 -1.73010 0.0 0.0 0.0 0.00
H -5.02439 -0.66674 0.18756 0.0 0.0 0.0 0.00
H 0.79757 2.36006 -1.87411 0.0 0.0 0.0 0.00
H -2.55553 4.63431 -0.58017 0.0 0.0 0.0 0.00
H 5.66011 2.35951 -0.07424 0.0 0.0 0.0 0.00
H 0.03704 -2.22870 3.30976 0.0 0.0 0.0 0.01
H 5.05580 3.93519 -0.57854 0.0 0.0 0.0 0.00
H 5.19076 3.54826 1.13781 0.0 0.0 0.0 0.00
H -5.61503 4.01440 -0.26743 0.0 0.0 0.0 0.00
H -4.76758 1.01804 -0.78466 0.0 0.0 0.0 0.00
H 1.38294 -0.78786 5.24051 0.0 0.0 0.0 0.00
```
Positions in Å, forces in eV/Å.

The following is a quantum chemistry calculation of C30H19AlN8O2 as an isolated structure, from OMol25.

Calculated values
HOMO-LUMO gap: 7.2 eV
energy above the lowest of the compared OMol25 structures with the same formula, charge and spin: 0.000 eV
charge: +2

```
60
Properties=species:S:1:pos:R:3:forces:R:3:nbo_charge:R:1
Al -0.66267 0.60594 0.29425 -0.1 0.1 0.0 2.00
O 4.37705 -3.29656 4.19098 0.0 0.0 0.0 -0.31
O 4.53942 -1.20773 4.71572 0.0 0.0 0.0 -0.35
N -0.37198 2.48609 -0.21637 0.0 0.0 0.0 -0.68
N 4.01166 -2.14868 4.16110 0.0 0.0 0.0 0.53
N -2.56801 0.35267 -0.12909 0.0 0.0 0.0 -0.68
N 1.23227 1.84702 -1.96773 0.0 0.0 0.0 -0.50
N -2.04539 -1.29169 -1.88256 0.0 0.0 0.0 -0.50
N -0.78401 -1.11381 1.42726 0.0 0.0 0.0 -0.60
N -0.23070 0.10877 -1.38488 0.0 0.0 0.0 -0.89
N 1.04112 0.75416 1.44058 0.0 0.0 0.0 -0.59
C -5.25338 -0.16496 -0.61106 0.0 0.0 0.0 -0.10
C -2.91917 -0.56378 -1.08383 0.0 0.0 0.0 0.38
C -0.00423 -2.25514 -4.15385 0.0 0.0 0.0 -0.14
C 1.91211 1.75750 1.48318 0.0 0.0 0.0 0.13
C -0.96059 3.51125 0.44828 0.0 0.0 0.0 0.04
C 0.59525 -2.62896 2.71490 0.0 0.0 0.0 -0.09
C 0.99078 -2.27310 -5.12835 0.0 0.0 0.0 -0.17
C -0.83598 -0.90298 -2.08755 0.0 0.0 0.0 0.52
C 3.14580 1.65441 2.12131 0.0 0.0 0.0 -0.24
C 2.57696 -0.58230 2.77028 0.0 0.0 0.0 0.00
C 3.49534 0.48965 2.75325 0.0 0.0 0.0 -0.07
C 1.84966 -2.84314 3.36832 0.0 0.0 0.0 -0.12
C 0.27051 5.13251 -0.76248 0.0 0.0 0.0 -0.11
C -1.75740 -2.01996 1.45737 0.0 0.0 0.0 0.14
C -4.27614 -0.82762 -1.31384 0.0 0.0 0.0 -0.22
C -0.68366 4.82897 0.21064 0.0 0.0 0.0 -0.23
C 0.07358 -1.27097 -3.19059 0.0 0.0 0.0 -0.13
C 0.78670 0.65114 -2.12965 0.0 0.0 0.0 0.50
C 1.08559 -0.30213 -3.21643 0.0 0.0 0.0 -0.03
C -4.88256 0.76916 0.35773 0.0 0.0 0.0 -0.24
C 1.99635 -1.31117 -5.15336 0.0 0.0 0.0 -0.17
C 0.55705 2.77167 -1.18099 0.0 0.0 0.0 0.39
C 0.88523 4.10907 -1.44231 0.0 0.0 0.0 -0.22
C 1.36984 -0.39318 2.09192 0.0 0.0 0.0 0.15
C 2.04706 -0.29218 -4.20514 0.0 0.0 0.0 -0.17
C 2.77164 -1.86358 3.40048 0.0 0.0 0.0 0.06
C -0.44384 -3.57692 2.70440 0.0 0.0 0.0 -0.06
C -1.62463 -3.25953 2.08480 0.0 0.0 0.0 -0.23
C -3.54801 0.98384 0.56384 0.0 0.0 0.0 0.06
C 0.37093 -1.41549 2.07156 0.0 0.0 0.0 0.25
H -2.45648 -3.94839 2.06725 0.0 0.0 0.0 0.26
H -3.22208 1.68116 1.32577 0.0 0.0 0.0 0.20
H -2.68609 -1.76565 0.97107 0.0 0.0 0.0 0.23
H 1.62683 4.29203 -2.20574 0.0 0.0 0.0 0.26
H 1.63563 2.67890 0.99562 0.0 0.0 0.0 0.23
H 4.44944 0.39746 3.24787 0.0 0.0 0.0 0.28
H -4.51179 -1.56032 -2.07139 0.0 0.0 0.0 0.26
H -5.61515 1.30691 0.94109 0.0 0.0 0.0 0.26
H 2.80792 0.47536 -4.24147 0.0 0.0 0.0 0.24
H -1.18960 5.59977 0.77285 0.0 0.0 0.0 0.26
H 2.05636 -3.78854 3.85225 0.0 0.0 0.0 0.28
H -0.30764 -4.53411 3.19192 0.0 0.0 0.0 0.26
H 3.81659 2.50104 2.10719 0.0 0.0 0.0 0.26
H 2.74448 -1.34952 -5.93336 0.0 0.0 0.0 0.24
H 0.97585 -3.04114 -5.88956 0.0 0.0 0.0 0.24
H -6.29780 -0.36941 -0.80533 0.0 0.0 0.0 0.25
H -1.67633 3.23687 1.21320 0.0 0.0 0.0 0.20
H -0.80487 -2.98200 -4.15173 0.0 0.0 0.0 0.24
H 0.52513 6.16130 -0.97961 0.0 0.0 0.0 0.25
```
Positions in Å, forces in eV/Å.